Entry 1:
The following is a quantum chemistry calculation of a 2-piece molecular cluster, C4H5N2O2 overall at a distorted geometry, from the Open Molecules 2025 dataset.

## Properties
- E_tot: -414.8803 hartree
- Energy relative to the best compared isomer or geometry (same formula, charge and spin): 5.9915 eV
- Frontier orbital gap: 7.65 eV
- Maximum force: 5.93 eV Å⁻¹
- Charge: +1

Bonds (Å) are listed after each position.
Element x y z (Å)
1 N 2.24093 -1.31735 0.04342  N5 1.179, C10 1.217
2 O -0.26711 1.55339 0.11721  C6 1.244, H11 0.952
3 C -0.55025 -0.91228 -0.08696  C6 1.437, H9 1.178, H12 1.161, H13 1.093
4 H 2.82346 1.91649 -0.32485  C7 1.034
5 N 1.69472 -2.36140 0.07894  N1 1.179
6 C 0.08830 0.36086 0.10026  O2 1.244, C3 1.437
7 C 3.19578 0.96820 -0.14510  H4 1.034, O8 1.200, C10 1.423
8 O 4.36926 0.74916 -0.02220  C7 1.200
9 H 0.15456 -1.85296 -0.01635  C3 1.178
10 C 2.26726 -0.10228 -0.02031  N1 1.217, C7 1.423
11 H -1.11611 1.96718 0.23686  O2 0.952
12 H -1.61843 -1.09032 0.33081  C3 1.161
13 H -0.76276 -1.04899 -1.15018  C3 1.093

---

Entry 2:
The following is a quantum chemistry calculation of an isolated ion of composition C4H5N2O3 and charge -1 at a distorted geometry, from the Open Molecules 2025 dataset.

## Properties
- E_tot: -490.6840 hartree
- Energy relative to the best compared isomer or geometry (same formula, charge and spin): 0.3009 eV
- Frontier orbital gap: 5.83 eV
- Maximum force: 5.17 eV Å⁻¹
- Structure (SMILES): O=c1[nH]c([O-])c(CO)[nH]1
- Charge: -1

Bonds (Å) are listed after each position.
Element x y z (Å)
1 C 0.40190 1.28144 -0.38900  N6 1.388, C11 1.554, O13 1.237
2 H -1.42392 -1.75281 -0.37207  C9 1.007
3 H -1.96913 -0.77479 -1.71788  C9 1.129
4 N 0.02004 -0.42886 1.11047  H8 1.039, C11 1.409, C14 1.352
5 H 1.66866 2.13128 1.05723  N6 0.984
6 N 0.89797 1.54465 0.88086  C1 1.388, H5 0.984, C14 1.338
7 O 1.22205 0.42443 2.84823  C14 1.216
8 H -0.45814 -1.03938 1.80149  N4 1.039
9 C -1.12569 -1.03629 -1.01423  H2 1.007, H3 1.129, C11 1.538, O12 1.467
10 H 0.05142 -1.11842 -2.61259  O12 1.057
11 C -0.48981 0.03855 -0.11660  C1 1.554, N4 1.409, C9 1.538
12 O -0.12845 -1.77066 -1.80067  C9 1.467, H10 1.057
13 O 0.53765 1.99976 -1.38702  C1 1.237
14 C 0.79546 0.50109 1.71180  N4 1.352, N6 1.338, O7 1.216

---

Entry 3:
The following is a quantum chemistry calculation of an isolated ion of composition C4H5N2OS and charge -1 at a distorted geometry, from the Open Molecules 2025 dataset.

## Properties
- E_tot: -738.1958 hartree
- Energy relative to the best compared isomer or geometry (same formula, charge and spin): 5.9438 eV
- Frontier orbital gap: 7.39 eV
- Maximum force: 4.54 eV Å⁻¹
- Charge: -1

Bonds (Å) are listed after each position.
Element x y z (Å)
1 H -2.24091 2.35327 -0.51081  C5 1.189
2 N -0.73125 2.17370 0.76787  C5 1.269, N6 1.236
3 H 1.54838 -3.06935 -0.72771  C7 1.111
4 C -1.18990 0.27652 -0.51795  C5 1.396, H8 1.120, C13 1.371
5 C -1.36196 1.62146 -0.18428  H1 1.189, N2 1.269, C4 1.396
6 N 0.31331 2.64771 1.22746  N2 1.236, S12 1.650
7 C 1.15953 -2.33571 0.00978  H3 1.111, O9 1.355, H10 1.006, H11 1.173
8 H -2.00017 -0.16045 -1.15539  C4 1.120
9 O -0.00385 -1.71071 -0.29200  C7 1.355, C13 1.411
10 H 1.94771 -1.75148 0.23252  C7 1.006
11 H 1.10835 -2.91898 1.02572  C7 1.173
12 S 1.48578 3.19040 0.20172  N6 1.650
13 C -0.03499 -0.31638 -0.07694  C4 1.371, O9 1.411

---

Entry 4:
The following is a quantum chemistry calculation of an isolated ion of composition C4H5N2S and charge -1 at a distorted geometry, from the Open Molecules 2025 dataset.

## Properties
- E_tot: -662.9680 hartree
- Multiplicity: 3
- Energy relative to the best compared isomer or geometry (same formula, charge and spin): 0.8865 eV
- Frontier orbital gap (alpha / beta): 4.37 / 6.32 eV
- Maximum force: 4.50 eV Å⁻¹
- Charge: -1

Bonds (Å) are listed after each position.
Element x y z (Å)
1 N -0.39151 0.76120 1.02205  S4 1.637, C11 1.319
2 H 1.76757 -1.03562 1.14044  C12 1.174
3 H 1.75519 -2.32856 -0.19582  C12 1.115
4 S -0.05075 1.01695 2.60222  N1 1.637
5 H -1.98485 2.05072 0.22873  C11 1.065
6 H 2.52439 -0.84652 -0.52637  C12 1.211
7 C -1.36173 0.65247 -1.11715  H8 1.108, N9 1.378, C11 1.433
8 H -2.29099 0.86364 -1.68324  C7 1.108
9 N -0.46898 -0.38110 -1.30385  C7 1.378, C10 1.246
10 C 0.26810 -0.74087 -0.36598  N9 1.246, C12 1.409
11 C -1.28874 1.24641 0.18510  N1 1.319, H5 1.065, C7 1.433
12 C 1.52230 -1.25872 0.01387  H2 1.174, H3 1.115, H6 1.211, C10 1.409

---

Entry 5:
The following is a quantum chemistry calculation of a single C4H5N3 molecule at a distorted geometry, from the Open Molecules 2025 dataset.

## Properties
- E_tot: -319.6418 hartree
- Energy relative to the best compared isomer or geometry (same formula, charge and spin): 1.9172 eV
- Frontier orbital gap: 11.03 eV
- Maximum force: 1.21 eV Å⁻¹
- Structure (SMILES): CNC(C#N)C#N
- Charge: 0

Bonds (Å) are listed after each position.
Element x y z (Å)
1 N 2.79579 -1.16039 -1.32044  C8 1.155
2 H -0.44386 -0.12768 -1.53985  N11 1.012
3 C 1.03536 0.98187 0.70057  N5 1.156, C12 1.496
4 H -2.55032 -0.10028 -0.35268  C6 1.091
5 N 1.16501 2.03124 1.16906  C3 1.156
6 C -1.61154 0.14164 0.14778  H4 1.091, H9 1.097, H10 1.101, N11 1.458
7 H 0.65609 -1.07514 0.95153  C12 1.095
8 C 1.88992 -0.80447 -0.69834  N1 1.155, C12 1.475
9 H -1.64731 -0.28621 1.15694  C6 1.097
10 H -1.52250 1.23356 0.25251  C6 1.101
11 N -0.51101 -0.46781 -0.58867  H2 1.012, C6 1.458, C12 1.446
12 C 0.74438 -0.36633 0.12159  C3 1.496, H7 1.095, C8 1.475, N11 1.446

---

Entry 6:
The following is a quantum chemistry calculation of a single C4H5N3 molecule at a distorted geometry, from the Open Molecules 2025 dataset.

## Properties
- E_tot: -319.5419 hartree
- Energy relative to the best compared isomer or geometry (same formula, charge and spin): 4.6343 eV
- Frontier orbital gap: 8.94 eV
- Maximum force: 1.74 eV Å⁻¹
- Charge: 0

Bonds (Å) are listed after each position.
Element x y z (Å)
1 H 0.95529 -0.19578 -1.66446  C6 1.094
2 C -1.22660 -1.13436 0.00339  H5 1.112, N11 1.336
3 C 0.71486 -0.32163 1.25713  H7 1.094, N11 1.421, N12 1.261
4 C -0.77115 0.84393 -1.00520  C6 1.499, N9 1.160
5 H -0.40805 -1.48112 -0.66436  C2 1.112
6 C 0.70123 0.57265 -0.92817  H1 1.094, C4 1.499, H10 1.090, N12 1.446
7 H 1.20214 -0.50257 2.21990  C3 1.094
8 H -1.25904 -0.32060 1.84532  N11 1.016
9 N -1.71776 1.46739 -1.25300  C4 1.160
10 H 1.11067 1.52656 -1.26044  C6 1.090
11 N -0.64885 -0.69818 1.12637  C2 1.336, C3 1.421, H8 1.016
12 N 1.34725 0.24371 0.32353  C3 1.261, C6 1.446

---

Entry 7:
The following is a quantum chemistry calculation of a single C4H5N3 molecule at a distorted geometry, from the Open Molecules 2025 dataset.

## Properties
- E_tot: -319.4834 hartree
- Energy relative to the best compared isomer or geometry (same formula, charge and spin): 6.2258 eV
- Frontier orbital gap: 9.18 eV
- Maximum force: 12.73 eV Å⁻¹
- Structure (SMILES): [H]/N=C/N/C(C#C)=N/[H]
- Charge: 0

Bonds (Å) are listed after each position.
Element x y z (Å)
1 H -3.51781 0.03584 0.18099  N9 1.138
2 H -1.69681 1.13699 0.65741  C3 1.274
3 C -1.77602 0.00701 0.07486  H2 1.274, N9 1.374, N12 1.364
4 C 2.77439 -1.08973 0.04851  C6 1.364, H8 1.027
5 H -0.42419 -1.53902 -0.03041  N12 1.130
6 C 1.81539 -0.19225 -0.32060  C4 1.364, C7 1.461
7 C 0.56709 0.54292 -0.13236  C6 1.461, N11 1.314, N12 1.435
8 H 3.63886 -1.61407 0.22801  C4 1.027
9 N -2.85540 -0.75769 -0.29607  H1 1.138, C3 1.374
10 H 1.47550 2.03590 -0.45040  N11 1.095
11 N 0.47807 1.85021 -0.03904  C7 1.314, H10 1.095
12 N -0.47906 -0.41611 0.07911  C3 1.364, H5 1.130, C7 1.435

---

Entry 8:
The following is a quantum chemistry calculation of a 2-piece molecular cluster, C4H5N3 overall at a distorted geometry, from the Open Molecules 2025 dataset.

## Properties
- E_tot: -319.5501 hartree
- Energy relative to the best compared isomer or geometry (same formula, charge and spin): 4.4107 eV
- Frontier orbital gap: 8.98 eV
- Maximum force: 1.10 eV Å⁻¹
- Charge: 0

Bonds (Å) are listed after each position.
Element x y z (Å)
1 H 0.21559 1.23895 1.99612  C11 1.087
2 C -0.90266 -1.71936 -0.51786  N5 1.265, C7 1.455, H9 1.093
3 C 1.18366 1.14619 -1.00809  N6 1.232, H10 1.094
4 H 0.51588 -0.95816 -1.54244  N5 1.028
5 N -0.42687 -1.35695 -1.63250  C2 1.265, H4 1.028
6 N 0.55093 1.46180 0.00106  C3 1.232, C11 1.266
7 C -0.20469 -1.69375 0.75902  C2 1.455, N8 1.157
8 N 0.32029 -1.69622 1.79045  C7 1.157
9 H -1.92737 -2.09618 -0.46593  C2 1.093
10 H 1.91393 1.89010 -1.34020  C3 1.094
11 C -0.15186 1.61268 1.04328  H1 1.087, N6 1.266, H12 1.088
12 H -1.11235 2.11925 0.97937  C11 1.088

---

Entry 9:
The following is a quantum chemistry calculation of a single C4H5N3 molecule at a distorted geometry, from the Open Molecules 2025 dataset.

## Properties
- E_tot: -319.6135 hartree
- Energy relative to the best compared isomer or geometry (same formula, charge and spin): 2.6853 eV
- Frontier orbital gap: 9.48 eV
- Maximum force: 6.99 eV Å⁻¹
- Structure (SMILES): Nc1cnccn1
- Charge: 0

Bonds (Å) are listed after each position.
Element x y z (Å)
1 N 0.15737 -1.28276 -0.05826  C2 1.290, C4 1.452
2 C 0.74614 -0.13585 -0.02330  N1 1.290, C9 1.401, N11 1.431
3 H -1.93742 -1.87665 -0.08612  C4 0.985
4 C -1.28713 -1.13695 -0.05480  N1 1.452, H3 0.985, C5 1.348
5 C -1.83474 0.09076 0.04298  C4 1.348, H8 1.222, N12 1.344
6 H 2.58647 -0.86429 0.62029  N11 1.125
7 H 2.42353 0.89100 0.20132  N11 1.155
8 H -3.01048 0.02182 -0.28203  C5 1.222
9 C 0.18183 1.14401 -0.10501  C2 1.401, H10 1.208, N12 1.313
10 H 0.92861 2.09345 -0.09604  C9 1.208
11 N 2.16949 -0.17472 -0.16426  C2 1.431, H6 1.125, H7 1.155
12 N -1.12367 1.23018 0.00524  C5 1.344, C9 1.313

---

Entry 10:
The following is a quantum chemistry calculation of a 2-piece molecular cluster, C4H5N3 overall at a distorted geometry, from the Open Molecules 2025 dataset.

## Properties
- E_tot: -319.6074 hartree
- Energy relative to the best compared isomer or geometry (same formula, charge and spin): 2.8509 eV
- Frontier orbital gap: 10.48 eV
- Maximum force: 1.26 eV Å⁻¹
- Charge: 0

Bonds (Å) are listed after each position.
Element x y z (Å)
1 C -2.26964 0.04701 -0.13359  N5 1.158, C9 1.454
2 N 0.12825 0.07281 0.15834  C9 1.268, C11 1.449
3 N 2.33266 0.95868 -1.45751  C10 1.174, H12 1.022
4 H 0.49804 -0.38554 2.14204  C11 1.094
5 N -3.35546 -0.28645 0.09177  C1 1.158
6 H -0.81470 1.16873 -1.27461  C9 1.090
7 H 0.67184 -1.72994 1.01556  C11 1.094
8 H -0.96465 -1.19225 1.49997  C11 1.096
9 C -0.91372 0.46709 -0.44641  C1 1.454, N2 1.268, H6 1.090
10 C 3.07718 1.31367 -2.29237  N3 1.174
11 C 0.05359 -0.86212 1.26327  N2 1.449, H4 1.094, H7 1.094, H8 1.096
12 H 1.65817 0.63556 -0.76113  N3 1.022

---

Look up the maximum force of the third one.
4.54 eV Å⁻¹

---

E_tot of number 6 (C4H5N3)?
-319.5419 hartree

---

maximum force of number 9 (C4H5N3)?
6.99 eV Å⁻¹

---

Among the records above, which one has the highest E_tot?
number 7